1.
Formula: C27H45ClN3PTl
Source: the Open Molecules 2025 dataset
Level of theory: the ωB97M-V functional and the def2-TZVPD basis

The geometry in ORCA input format:
```
! RIJCOSX wB97M-V def2-TZVPD def2/J DEFGRID3
* xyz -1 1
Tl 0.3157 0.2832 0.5305
Cl 0.3834 2.7069 0.9947
P -0.8450 0.9508 -1.9747
C 2.5334 -0.1267 1.9644
H 3.1194 -0.5378 1.1372
H 2.9112 0.7903 2.4418
C -2.0365 -0.1793 -2.8770
C 0.5424 1.4473 -3.1136
C -1.3235 -1.4024 -3.4799
H -2.6572 -0.5447 -2.0353
C -2.3444 -2.4283 -4.0057
H -0.6902 -1.0810 -4.3227
H -0.6574 -1.8760 -2.7405
C -3.3903 -1.8136 -4.9452
H -1.8123 -3.2413 -4.5134
H -2.8628 -2.8708 -3.1450
C -4.0216 -0.5509 -4.3541
H -2.9081 -1.5563 -5.8992
H -4.1735 -2.5539 -5.1538
C -2.9744 0.4716 -3.8982
H -4.7049 -0.0843 -5.0715
H -4.6259 -0.8351 -3.4836
H -2.4047 0.8290 -4.7706
H -3.4839 1.3411 -3.4648
C -1.7433 2.5570 -1.5680
C 0.2102 1.6846 -4.5914
H 0.8463 2.4118 -2.6623
C 1.4114 2.3729 -5.2505
H 0.0182 0.7265 -5.0999
H -0.6934 2.2975 -4.7151
C 2.6977 1.5439 -5.1293
H 1.1840 2.5809 -6.3015
H 1.5733 3.3400 -4.7545
C 2.9715 1.0907 -3.6897
H 2.6100 0.6594 -5.7778
H 3.5491 2.1317 -5.4937
C 1.7355 0.4799 -3.0036
H 3.7931 0.3669 -3.6701
H 3.2953 1.9650 -3.1071
H 1.4834 -0.4774 -3.4885
H 1.9628 0.2350 -1.9542
C -3.0833 2.2722 -0.8824
H -1.0711 2.9909 -0.7958
C -3.7154 3.5733 -0.3706
H -3.7760 1.8115 -1.6012
H -2.9425 1.5627 -0.0513
C -3.7820 4.6696 -1.4445
H -4.7191 3.3645 0.0172
H -3.1032 3.9344 0.4675
C -2.4421 4.8942 -2.1506
H -4.5296 4.3875 -2.2001
H -4.1105 5.6058 -0.9792
C -1.8434 3.5938 -2.6893
H -2.5438 5.6170 -2.9682
H -1.7243 5.3114 -1.4330
H -2.4701 3.2217 -3.5151
H -0.8455 3.8095 -3.0966
C -1.4722 -0.6369 0.8260
C 1.4383 -0.7654 2.5141
H -2.1652 -0.6803 -0.0425
C 0.8149 -0.1869 3.7595
H 1.0802 -1.7795 2.2439
C -0.5338 -0.8137 4.1803
H 1.5467 -0.3417 4.5792
H 0.7157 0.9103 3.6166
C -1.7198 -0.3697 3.3143
H -0.4512 -1.9094 4.2073
H -0.7232 -0.4690 5.2035
C -1.9073 -1.3033 2.0691
H -2.6444 -0.4183 3.9106
H -1.5867 0.6790 2.9910
H -1.2939 -2.2084 2.2131
H -2.9774 -1.6025 1.9920
N 1.4112 -2.1750 -0.7518
C 1.9231 -3.0139 -0.0951
N 2.4921 -3.9947 0.5314
C 2.7837 -3.9939 1.8048
N 3.0733 -4.0462 2.9463
*
```

Values from the calculation:
Orbital gap (spin up / spin down) in eV: 7.13 / 5.02
HOMO energy (spin up / spin down) in eV: -4.65 / -2.55
F_max in eV/Å: 2.69

2.
Formula: C30H28Cl2N10OTi
Source: the Open Molecules 2025 dataset
Level of theory: the ωB97M-V functional and the def2-TZVPD basis

The geometry in ORCA input format:
```
! RIJCOSX wB97M-V def2-TZVPD def2/J DEFGRID3
* xyz 1 2
Ti -0.0509 -0.1977 -0.0468
C -0.6009 4.6714 -3.1999
C -1.5783 4.5548 -2.1882
C -1.7236 3.3171 -1.5633
C -1.0979 2.1642 -2.0913
C -0.3108 2.3235 -3.2458
C 0.1490 3.5669 -3.7023
N -1.2742 0.8904 -1.5710
C -2.0543 0.0037 -2.2389
C -2.6474 0.1340 -3.4879
C -3.5491 -0.7606 -3.9119
C -3.9568 -1.8973 -3.1323
C -3.4073 -2.1202 -1.9168
C -2.4586 -1.1504 -1.4601
N -1.8085 -1.2890 -0.2367
N -1.9440 -2.4335 0.4125
C -1.7287 -2.1954 1.7041
C -2.0720 -3.2986 2.5943
C -1.6312 -3.1691 3.9013
C -1.1359 -1.9151 4.3345
C -1.0861 -0.8548 3.4917
N -1.3119 -1.0113 2.1490
H -0.3664 5.6295 -3.6226
H -2.2072 5.3848 -1.8232
H -2.4228 3.2185 -0.6926
H 0.0204 1.4203 -3.7252
H 1.1049 3.6266 -4.3061
H -2.5045 1.0783 -4.0739
H -4.1136 -0.6398 -4.8311
H -4.6289 -2.6046 -3.5431
H -3.7077 -2.9397 -1.2540
H -2.5098 -4.1345 2.0659
H -1.8440 -3.9629 4.6038
H -0.8484 -1.8100 5.4369
H -0.7590 0.1144 3.7744
C 2.0976 4.0206 2.6963
N 0.9049 3.1206 2.4765
C -0.3570 3.4753 3.1829
C 0.8455 2.3098 1.3741
N -0.1967 1.6732 0.9329
N 2.0583 2.1796 0.7379
C 2.4672 1.4808 -0.3767
N 3.8010 1.5113 -0.5661
N 1.6146 0.7810 -1.0620
H 3.0369 3.4623 2.8867
H 1.8310 4.6405 3.5565
H 2.2118 4.6410 1.8227
H -0.7917 4.4798 2.9139
H -0.0885 3.4155 4.2725
H -1.1784 2.7410 2.9537
H -1.0870 1.8547 1.3969
H 2.8010 2.6944 1.1666
H 4.3519 2.1908 -0.0765
H 4.1911 1.2380 -1.4549
H 2.0725 0.3272 -1.8422
Cl 2.4264 -1.7113 3.8248
C 2.3132 -2.5367 2.2964
C 2.8516 -3.7827 2.1542
C 2.8252 -4.3829 0.8944
Cl 3.7750 -5.7804 0.6824
C 2.0685 -3.8454 -0.2116
C 1.7686 -4.5091 -1.4250
C 1.0387 -3.8416 -2.3700
C 0.5957 -2.5608 -2.1333
N 0.8569 -1.8805 -0.9788
C 1.5585 -2.5371 -0.0032
C 1.7840 -1.8400 1.2110
O 1.3653 -0.5927 1.2768
H 3.4036 -4.2524 2.9520
H 2.1122 -5.5329 -1.5754
H 0.6885 -4.3168 -3.2989
H 0.0484 -2.0480 -2.8908
*
```

Values from the calculation:
Orbital gap (spin up / spin down) in eV: 6.24 / 5.91
HOMO energy (spin up / spin down) in eV: -9.64 / -9.57
F_max in eV/Å: 4.01

3.
Formula: C18H28Cl14F12HgN2O8S4
Source: the Open Molecules 2025 dataset
Level of theory: the ωB97M-V functional and the def2-TZVPD basis

The geometry in ORCA input format:
```
! RIJCOSX wB97M-V def2-TZVPD def2/J DEFGRID3
* xyz 0 1
Hg 1.0671 -2.7338 0.6134
C -1.3243 -0.3327 -1.7374
F -1.6836 -0.2409 -2.9935
F -1.5685 0.7938 -1.1149
F -1.9291 -1.3471 -1.1477
S 0.5856 -0.6493 -1.6397
O 0.7818 -2.0548 -1.9714
O 1.2783 0.2831 -2.4736
N 0.8986 -0.6471 0.0342
S 1.6296 0.7820 0.2736
O 2.9881 0.7508 -0.2005
O 0.7822 1.8671 -0.1278
C 1.6889 0.8066 2.2013
F 2.5655 1.7020 2.5656
F 0.4828 1.0681 2.6437
F 2.0645 -0.4094 2.6016
C -1.5302 -5.0479 -1.1889
F -2.6386 -4.4202 -1.5088
F -1.5606 -6.2572 -1.7112
F -0.4674 -4.3810 -1.6121
S -1.4023 -5.2503 0.7156
O -2.7328 -5.4918 1.2025
O -0.4265 -6.2732 0.9710
N -0.8123 -3.6249 1.0971
S -1.3561 -3.2210 2.5774
O -1.6341 -4.2533 3.5404
O -0.3836 -2.1782 2.9390
C -3.0050 -2.3720 2.2083
F -2.7357 -1.0913 1.9553
F -3.6916 -2.8678 1.1866
F -3.7588 -2.4860 3.2943
Cl 0.7363 -3.3447 -6.8239
C -0.2889 -3.2572 -5.3694
C -0.8980 -4.6374 -5.1852
Cl -1.8873 -5.2467 -6.5543
H -1.1153 -2.5602 -5.5128
H 0.2892 -2.9352 -4.5059
H -1.4708 -4.7512 -4.2639
H -0.0857 -5.3479 -5.0247
Cl 1.6657 5.2030 -3.2947
C 1.6296 3.4295 -3.1505
C 2.8773 2.8337 -3.7968
Cl 4.3086 3.0461 -2.7500
H 0.7875 3.1361 -3.7760
H 1.5256 3.0961 -2.1236
H 3.0685 3.3604 -4.7295
H 2.7689 1.7756 -4.0266
Cl 3.5886 -3.5245 -3.5200
C 3.8988 -1.8569 -4.1105
C 4.7806 -1.1550 -3.0997
Cl 6.4084 -1.7924 -3.0697
H 2.9660 -1.2960 -4.1701
H 4.3467 -1.9120 -5.0988
H 4.3401 -1.1730 -2.1057
H 4.8977 -0.1198 -3.4269
Cl -4.4733 3.0355 -0.8070
C -4.7513 1.5710 0.1702
C -5.8097 1.9282 1.2019
Cl -6.1747 0.5909 2.3316
H -3.8321 1.2902 0.6816
H -5.0301 0.7992 -0.5425
H -6.7426 2.2065 0.7209
H -5.4151 2.7268 1.8244
Cl -0.8621 5.9371 1.6409
C -1.7172 4.7053 0.6846
C -1.0458 4.4768 -0.6774
Cl -1.3533 5.9094 -1.7066
H -2.7000 5.1391 0.5034
H -1.9561 3.7900 1.2264
H -1.5526 3.6056 -1.0883
H 0.0151 4.2825 -0.5637
Cl -3.3006 2.3345 3.7227
C -1.7516 2.1957 4.6914
C -1.6715 0.6844 5.0125
Cl -0.1402 0.3112 5.8047
H -1.9036 2.7808 5.5920
H -0.8509 2.4973 4.1660
H -1.8141 0.1024 4.1064
H -2.5028 0.4660 5.6798
Cl 3.8402 -0.1258 5.5535
C 3.9197 1.6470 5.6560
C 5.0482 2.1774 4.7784
Cl 5.4179 3.8315 5.1970
H 4.0829 1.9412 6.6907
H 2.9132 1.9646 5.3925
H 4.8041 2.1306 3.7192
H 5.9998 1.6739 4.9326
*
```

Values from the calculation:
Orbital gap in eV: 6.26
HOMO energy in eV: -10.37
F_max in eV/Å: 3.41

Relative energy (zero: lowest compared OMol25 entry of this formula, charge and spin) per entry: 33.88; 23.74; 0.00 kcal per mole